Record 1
ORCA calculation (ωB97M-V/def2-TZVPD) on the ion C3H8N3 with charge +1 at a distorted geometry.

Energy above the lowest of the compared OMol25 structures with the same formula, charge and spin = 616.3 kJ/mol
HOMO (alpha / beta) = -8.36 / -15.69 eV
LUMO level (alpha / beta) = -3.5 / -7.0 eV
Total charge = +1
Spin multiplicity = 3
Orbital gap (alpha / beta) = 4.86 / 8.68 eV

Each line ends with the Mulliken spin population.
Cartesian coordinates (Å):
1 C -1.9049 -0.1033 -0.4418  0.258
2 C -0.4863 -0.0844 -0.2133  0.869
3 C 1.8075 0.0402 0.4864  0.100
4 N -1.3416 -1.1484 0.3903  0.042
5 N -1.4083 1.0526 0.3459  0.810
6 N 0.9053 -0.1547 -0.6568  0.042
7 H -2.7212 -0.0905 -1.1420  0.002
8 H 1.5897 0.9119 1.1244  0.005
9 H 1.7900 -0.9095 1.0245  0.000
10 H 2.7626 -0.0201 0.0931  -0.074
11 H -1.4551 -0.7876 1.3449  0.028
12 H -1.5817 1.9437 -0.2196  -0.006
13 H 0.8652 -1.2157 -0.8385  -0.020
14 H 1.1788 0.5657 -1.2974  -0.056

Record 2
ORCA calculation (ωB97M-V/def2-TZVPD) on a structure of composition C39H23F4GeN7NiOS at a distorted geometry.

Energy above the lowest of the compared OMol25 structures with the same formula, charge and spin = 0.0 kJ/mol
HOMO (alpha / beta) = -1.77 / -1.80 eV
LUMO level (alpha / beta) = 3.8 / 3.8 eV
Total charge = -2
Spin multiplicity = 3
Orbital gap (alpha / beta) = 5.59 / 5.63 eV

Each line ends with the Mulliken spin population.
Cartesian coordinates (Å):
1 Ni -0.5486 -0.5580 0.0993  1.613
2 N -3.4975 0.9769 -2.7674  0.001
3 C -2.4069 0.3691 -2.1643  0.011
4 S -1.2807 1.5783 -1.5261  0.020
5 N -2.3606 -0.9156 -2.2243  0.011
6 N -1.3597 -1.5341 -1.4569  0.012
7 C -0.9455 -2.6419 -1.9331  -0.010
8 C 0.0505 -3.5016 -1.3188  -0.011
9 C 0.2737 -4.7389 -1.9449  0.004
10 C 1.1876 -5.6514 -1.4730  0.002
11 C 1.9151 -5.3125 -0.3206  0.001
12 C 1.7258 -4.1108 0.3144  0.007
13 C 0.7868 -3.1496 -0.1519  0.013
14 O 0.6805 -2.0285 0.4750  0.079
15 H -3.7036 1.9051 -2.4304  0.002
16 H -4.3022 0.3673 -2.7893  0.001
17 H -1.3816 -2.9681 -2.8777  0.007
18 H -0.3091 -4.9694 -2.8315  0.000
19 H 1.3312 -6.6027 -1.9671  0.000
20 H 2.6416 -6.0124 0.0784  0.000
21 H 2.2895 -3.8439 1.1998  0.000
22 F -2.4917 -1.6584 1.2539  0.009
23 C -3.5663 -1.3500 2.0399  0.015
24 C -4.3875 -2.4027 2.3915  -0.002
25 F -4.0178 -3.6269 1.9667  0.000
26 C -5.5708 -2.2421 3.1238  0.004
27 C -5.8109 -0.9030 3.4543  -0.003
28 C -4.9698 0.1390 3.1121  0.001
29 F -5.3156 1.3735 3.5377  0.000
30 C -3.8001 -0.0270 2.3865  -0.011
31 C -2.9124 1.0959 2.0109  0.032
32 C -1.5581 0.9072 1.8912  0.007
33 N -0.4163 0.6630 1.7495  -0.001
34 C -3.4052 2.3851 1.6699  -0.003
35 N -3.7877 3.4383 1.3819  0.009
36 F -6.9063 -0.5751 4.1735  0.000
37 C -6.4505 -3.3365 3.4939  0.003
38 C -7.6898 -3.1392 4.1606  0.000
39 N -8.7124 -3.0453 4.6973  0.001
40 C -6.1504 -4.6978 3.2214  0.000
41 N -5.9651 -5.8244 3.0261  0.001
42 C 0.2648 0.6627 -1.3707  0.163
43 Ge 1.8499 1.6561 -0.9429  0.002
44 C 2.1553 3.2643 -2.0361  0.008
45 C 1.3422 3.5787 -3.1267  0.006
46 C 1.5658 4.7234 -3.8866  -0.001
47 C 2.6150 5.5745 -3.5726  0.000
48 C 3.4353 5.2819 -2.4893  0.001
49 C 3.2000 4.1433 -1.7290  0.004
50 C 2.0777 2.2845 0.8833  -0.001
51 C 1.5316 3.5012 1.2915  0.001
52 C 1.6521 3.9306 2.6064  0.000
53 C 2.3313 3.1476 3.5309  0.000
54 C 2.8844 1.9373 3.1380  0.001
55 C 2.7557 1.5081 1.8223  0.001
56 C 3.3032 0.3899 -1.2886  0.004
57 C 4.6366 0.7913 -1.3969  0.002
58 C 5.6510 -0.1375 -1.5962  0.000
59 C 5.3482 -1.4920 -1.6790  0.001
60 C 4.0301 -1.9104 -1.5646  0.000
61 C 3.0194 -0.9736 -1.3746  -0.005
62 H 0.4775 0.1995 -2.3376  -0.006
63 H 0.5215 2.9231 -3.3907  -0.001
64 H 0.9143 4.9506 -4.7222  0.000
65 H 2.7893 6.4662 -4.1632  0.000
66 H 4.2509 5.9474 -2.2309  0.000
67 H 3.8243 3.9557 -0.8610  0.001
68 H 0.9908 4.1191 0.5822  -0.001
69 H 1.2031 4.8675 2.9131  0.000
70 H 2.4165 3.4752 4.5602  0.000
71 H 3.4012 1.3172 3.8607  0.000
72 H 3.1655 0.5465 1.5337  0.000
73 H 4.8980 1.8420 -1.3276  0.000
74 H 6.6790 0.1956 -1.6799  0.000
75 H 6.1395 -2.2184 -1.8237  0.000
76 H 3.7781 -2.9638 -1.6042  0.000
77 H 1.9991 -1.3158 -1.2593  0.000

Record 3
ORCA calculation (ωB97M-V/def2-TZVPD) on a cluster of 2 separate species, C5H12N2O in total at a distorted geometry.

Energy above the lowest of the compared OMol25 structures with the same formula, charge and spin = 273.5 kJ/mol
HOMO = -8.61 eV
LUMO level = 0.7 eV
SMILES = C=N/C=C/CCN.O
Orbital gap = 9.28 eV

Each line ends with the natural charge from an NBO analysis.
Cartesian coordinates (Å):
1 C 0.6612 2.8527 -0.6424  -0.056
2 N -0.2430 2.6459 0.2081  -0.394
3 C -0.2560 1.4250 0.9404  -0.055
4 C -0.4417 0.2718 0.3076  -0.243
5 C -0.6549 -1.0260 1.0392  -0.442
6 C 0.6687 -1.8639 1.1277  -0.201
7 N 1.5864 -1.7225 0.0139  -0.857
8 H 1.5069 2.1770 -0.8014  0.150
9 H 0.5690 3.7632 -1.2288  0.172
10 H -0.1872 1.6017 2.0040  0.201
11 H -0.5312 0.2353 -0.7686  0.225
12 H -1.3742 -1.6297 0.5282  0.216
13 H -1.0106 -0.8835 2.0582  0.210
14 H 0.3749 -2.9147 1.1913  0.170
15 H 1.1254 -1.6448 2.0940  0.171
16 H 1.3100 -1.0134 -0.6466  0.365
17 H 2.5282 -1.5645 0.3250  0.362
18 O -1.3974 -1.3491 -2.2257  -0.947
19 H -1.0429 -2.2110 -2.4784  0.478
20 H -2.0466 -1.1295 -2.9097  0.475

Record 4
ORCA calculation (ωB97M-V/def2-TZVPD) on a structure of composition C4H7NO.

Energy above the lowest of the compared OMol25 structures with the same formula, charge and spin = 369.9 kJ/mol
HOMO = -8.70 eV
LUMO level = 0.1 eV
Orbital gap = 8.85 eV

Each line ends with the natural charge from an NBO analysis.
Cartesian coordinates (Å):
1 C 1.6443 0.3581 -0.4061  -0.408
2 N 0.4106 0.3583 0.3522  -0.389
3 C -0.6333 1.1966 0.2459  -0.110
4 C -0.3690 -0.7201 0.7466  -0.148
5 C -1.3546 -1.2570 -0.1637  0.334
6 O -2.0773 -2.2096 0.0621  -0.585
7 H 2.1983 1.2824 -0.2187  0.208
8 H 1.4480 0.2722 -1.4829  0.199
9 H 2.2432 -0.5028 -0.0954  0.223
10 H -1.1580 1.5014 1.1431  0.201
11 H -0.8520 1.7245 -0.6888  0.180
12 H -0.1276 -1.2772 1.6540  0.202
13 H -1.3727 -0.7267 -1.1483  0.094

Record 5
ORCA calculation (ωB97M-V/def2-TZVPD) on a structure of composition C13H11BMnN5O5.

HOMO (alpha / beta) = -2.46 / -6.16 eV
LUMO level (alpha / beta) = 2.8 / 2.8 eV
Total charge = -1
Spin multiplicity = 6
Orbital gap (alpha / beta) = 5.27 / 8.97 eV

Each line ends with the Mulliken spin population.
Cartesian coordinates (Å):
1 Mn 0.0659 0.0000 0.0019  3.876
2 O 6.0460 0.0000 0.0856  0.013
3 C 4.6777 0.0000 -0.0048  0.072
4 C 4.0178 0.0000 -1.1983  0.012
5 C 2.5979 0.0000 -1.1974  0.449
6 N 1.9659 0.0000 0.0307  0.197
7 C 2.6201 0.0000 1.1910  -0.030
8 C 3.9799 0.0000 1.2534  0.200
9 C 1.6296 0.0000 2.3418  -0.035
10 O 1.9678 0.0000 3.5022  0.009
11 O 0.3870 0.0000 1.9056  -0.019
12 C 1.6579 0.0000 -2.2841  0.023
13 O 1.9297 0.0000 -3.4768  0.149
14 O 0.3691 0.0000 -1.8333  -0.007
15 H 6.4041 0.0000 -0.8093  0.001
16 H 4.5385 0.0000 -2.1492  0.012
17 H 4.5012 0.0000 2.1980  0.028
18 B -3.6636 0.0000 0.0689  0.001
19 N -2.8140 -1.3179 0.0402  0.017
20 C -3.3896 -2.5255 0.0406  0.011
21 C -2.4047 -3.4965 0.0072  -0.003
22 C -1.2190 -2.7690 -0.0131  -0.007
23 N -1.4808 -1.4621 0.0076  -0.011
24 N -2.8139 1.3179 0.0402  0.017
25 C -3.3896 2.5255 0.0406  0.011
26 C -2.4047 3.4965 0.0072  -0.003
27 C -1.2190 2.7690 -0.0131  -0.007
28 N -1.4808 1.4621 0.0076  -0.010
29 H -4.3801 0.0000 -0.9096  0.000
30 H -4.3168 0.0000 1.0912  0.000
31 H -4.4629 -2.6155 0.0621  0.001
32 H -2.5291 -4.5651 -0.0035  0.000
33 H -0.1978 -3.1146 -0.0449  0.016
34 H -4.4629 2.6155 0.0621  0.001
35 H -2.5292 4.5651 -0.0035  0.000
36 H -0.1978 3.1146 -0.0449  0.016

Record 6
ORCA calculation (ωB97M-V/def2-TZVPD) on an isolated molecule of C2HBrO2 at a distorted geometry.

Energy above the lowest of the compared OMol25 structures with the same formula, charge and spin = 195.0 kJ/mol
HOMO (alpha / beta) = -10.64 / -9.50 eV
LUMO level (alpha / beta) = -1.8 / -2.5 eV
Orbital gap (alpha / beta) = 8.86 / 7.00 eV

Each line ends with the natural charge from an NBO analysis.
Cartesian coordinates (Å):
1 C -0.2101 -0.3296 0.2976  0.677
2 C 1.0816 -0.3307 -0.1974  0.066
3 O -1.3725 -0.3532 0.3915  -0.374
4 O 2.1086 0.1456 0.3520  -0.451
5 Br -2.6555 1.5049 0.3377  -0.109
6 H 1.0478 -0.6370 -1.1813  0.191

Record 7
ORCA calculation (ωB97M-V/def2-TZVPD) on a cluster of 2 separate species, C5H12OS in total at a distorted geometry.

Energy above the lowest of the compared OMol25 structures with the same formula, charge and spin = 0.0 kJ/mol
HOMO (alpha / beta) = -5.72 / -9.81 eV
LUMO level (alpha / beta) = 0.7 / -2.2 eV
Spin multiplicity = 3
Orbital gap (alpha / beta) = 6.41 / 7.62 eV

Each line ends with the Mulliken spin population.
Cartesian coordinates (Å):
1 C 0.6324 0.1839 -1.5764  0.047
2 C -0.0599 0.9045 0.7801  0.040
3 C 2.3463 0.4001 0.3118  0.031
4 C 0.6545 -1.4504 0.3076  0.689
5 C 0.8132 0.0018 -0.0606  0.178
6 O 0.3681 -2.0027 1.3195  0.878
7 S -4.3326 -0.4041 0.1614  0.002
8 H 1.4493 -0.4309 -2.0188  0.000
9 H 0.4141 1.1934 -1.9330  0.006
10 H -0.2935 -0.3980 -1.7422  -0.030
11 H 0.1180 0.7451 1.8739  0.003
12 H -1.1511 0.8999 0.6694  -0.028
13 H 0.3396 1.9288 0.6046  0.011
14 H 2.4403 1.5437 0.3030  0.013
15 H 2.5943 0.0473 1.3714  -0.007
16 H 2.9987 -0.0371 -0.4058  -0.006
17 H 0.8796 -2.0352 -0.6156  0.174
18 H -5.1704 0.4582 0.7059  0.000
19 H -5.0409 -1.5484 -0.0562  0.000

Record 8
ORCA calculation (ωB97M-V/def2-TZVPD) on a structure of composition C22H24N2S at a distorted geometry.

Energy above the lowest of the compared OMol25 structures with the same formula, charge and spin = 1632.2 kJ/mol
HOMO = -7.26 eV
LUMO level = -1.1 eV
Orbital gap = 6.17 eV

Each line ends with the natural charge from an NBO analysis.
Cartesian coordinates (Å):
1 C 3.9886 0.3691 0.8257  -0.627
2 H 4.6174 1.1632 0.2298  0.202
3 H 4.7930 -0.0262 1.3934  0.238
4 H 3.6653 -0.3843 -0.0286  0.204
5 C 2.7584 0.7049 1.3700  -0.158
6 N 1.6220 1.2736 0.6924  -0.458
7 C 0.2854 1.2539 1.4494  -0.238
8 H 0.3812 1.9551 2.1196  0.215
9 C -0.2858 0.0216 1.4688  -0.170
10 N -0.3591 -0.8555 0.3605  -0.486
11 C -1.4920 -0.2541 -0.4899  0.199
12 C -1.3206 0.0102 -1.9211  -0.118
13 C -2.2402 0.1934 -2.7464  -0.260
14 C -3.5099 0.5584 -2.1046  -0.149
15 C -3.8371 -0.0218 -0.9755  -0.069
16 C -5.2166 -0.0504 -0.2243  -0.113
17 C -5.3993 -0.7348 0.9175  -0.288
18 C -4.4527 -1.2239 1.7008  -0.149
19 C -3.0165 -1.0378 1.1160  -0.206
20 C -2.8085 -0.4778 0.0764  -0.108
21 H -2.3987 -1.6541 1.6544  0.230
22 H -4.7798 -1.5672 2.7049  0.229
23 H -6.4549 -0.4670 1.2929  0.215
24 H -5.9928 0.4551 -0.7882  0.209
25 H -4.3297 1.0449 -2.9905  0.220
26 H -1.9425 0.7077 -3.6504  0.233
27 S 0.3999 -0.3592 -2.5565  0.405
28 C 1.2067 -1.1551 -1.4833  -0.368
29 C 2.1788 -2.0661 -1.8159  -0.103
30 C 2.9744 -2.9390 -1.0245  -0.269
31 C 2.5228 -2.9570 0.1594  -0.177
32 C 1.3812 -2.3960 0.5493  -0.242
33 C 0.7609 -1.4267 -0.1164  0.193
34 H 1.0509 -2.6563 1.6665  0.220
35 H 2.9969 -3.8152 0.8719  0.197
36 H 3.8390 -3.2382 -1.4290  0.224
37 H 2.6028 -1.8712 -3.1200  0.166
38 H 0.3792 -0.5358 2.5423  0.149
39 H -1.2273 0.2144 2.0360  0.238
40 H -0.4271 2.0363 0.7112  0.172
41 C 2.0758 2.6002 0.2569  -0.213
42 C 1.1858 3.0134 -1.0065  -0.646
43 H 1.5236 2.1374 -1.9308  0.183
44 H 1.5821 3.7738 -1.5924  0.207
45 H 0.1355 2.9939 -1.2386  0.225
46 H 1.8793 3.4078 0.8023  0.173
47 H 3.1568 2.6180 -0.0100  0.213
48 H 3.1809 1.5215 2.2709  0.070
49 H 2.3666 0.1429 2.0042  0.189